1.
Formula: C2H2FNO2
Source: OMol25
Level of theory: ωB97M-V/def2-TZVPD

Properties
2S+1   1

Geometry (Å):
C -0.63122 1.66457 -1.50862
C -0.03478 0.18009 -0.22643
N 0.85005 0.49546 -1.34435
O -0.87657 2.37807 -2.38354
O -1.02912 1.22782 -0.35907
F 0.73374 -0.44312 -2.29715
H -0.49952 -0.71557 -0.18080
H 0.43024 0.32849 0.62804

***

2.
Formula: C4H16N2O2
Source: OMol25
Level of theory: ωB97M-V/def2-TZVPD

Properties
2S+1   1
SMILES   CNC[C@@H](C)N.O.O

Geometry (Å):
C 0.25022 -2.61555 0.07883
N -0.78714 -1.58183 0.13149
C -0.45445 -0.54107 1.08107
C -1.28159 0.71509 0.88326
C -1.25007 1.61197 2.10639
N -0.69404 1.39818 -0.25549
H 0.49290 -3.01081 1.07426
H -0.14940 -3.38382 -0.57968
H 1.15548 -2.19500 -0.35057
H -1.66804 -2.03104 0.36395
H -0.50813 -0.88665 2.12755
H 0.57195 -0.23531 0.88739
H -2.30468 0.37418 0.70403
H -1.59642 2.59595 1.77997
H -0.30530 1.69383 2.63018
H -1.97820 1.28573 2.85627
H -1.07145 2.32783 -0.36724
H -0.82106 0.90827 -1.12954
O 2.13171 1.68590 -1.16513
H 2.90451 2.02653 -0.70054
H 1.37573 1.93631 -0.60877
O 1.43227 -0.92354 -2.39839
H 1.80495 -0.25927 -1.80355
H 0.50328 -1.08485 -2.21785

***

3.
Formula: C21H33N3
Source: OMol25
Level of theory: ωB97M-V/def2-TZVPD

Properties
2S+1   1
SMILES   CC(C)C[C@H]1CN=C(Nc2ccccc2)N1CCCC1CCCC1

Geometry (Å):
C -2.23893 -3.55010 1.37486
C -2.90614 -2.55877 0.42425
C -4.34166 -2.99930 0.14156
C -2.13914 -2.43274 -0.89644
C -0.75161 -1.78945 -0.78332
C -0.11547 -1.60863 -2.18696
N -0.19383 -0.19336 -2.46741
C -0.57597 0.39404 -1.39678
N -0.66781 1.76031 -1.32858
C -1.62939 2.51359 -0.66729
C -2.73493 1.94326 -0.03770
C -3.64750 2.74482 0.62193
C -3.48400 4.11907 0.66003
C -2.39798 4.69247 0.01871
C -1.47876 3.90088 -0.64033
N -0.86733 -0.41164 -0.30633
C -0.43069 -0.05974 1.02653
C 1.07593 -0.22357 1.27765
C 1.92660 0.74245 0.45744
C 3.41814 0.58878 0.74375
C 4.26810 1.65011 0.03868
C 5.65839 1.02690 0.01701
C 5.37981 -0.42974 -0.35671
C 4.00413 -0.75069 0.25497
H -1.23643 -3.22854 1.64583
H -2.82030 -3.64544 2.28955
H -2.17058 -4.53142 0.90949
H -2.93907 -1.57461 0.90300
H -4.84439 -2.28382 -0.50529
H -4.90637 -3.07904 1.06785
H -4.35002 -3.97032 -0.34943
H -2.02267 -3.42535 -1.33828
H -2.72790 -1.82381 -1.58726
H -0.11440 -2.38116 -0.12256
H -0.66195 -2.16158 -2.95295
H 0.93271 -1.92846 -2.22427
H -0.20555 2.21841 -2.10106
H -2.88130 0.87573 -0.08142
H -4.50020 2.28913 1.10386
H -4.20045 4.73915 1.17687
H -2.26591 5.76447 0.03190
H -0.63399 4.34993 -1.14330
H -0.97897 -0.68940 1.73333
H -0.71167 0.97961 1.21136
H 1.37717 -1.24956 1.05755
H 1.25549 -0.04972 2.34142
H 1.75404 0.57356 -0.60720
H 1.62113 1.76734 0.68588
H 3.57808 0.67805 1.82367
H 4.24128 2.61104 0.55111
H 3.90782 1.79068 -0.98212
H 6.33088 1.51516 -0.68702
H 6.10262 1.08287 1.01242
H 5.33817 -0.52636 -1.44218
H 6.15726 -1.10001 0.00794
H 4.09401 -1.45915 1.07816
H 3.35148 -1.19634 -0.49640

***

4.
Formula: C5H9NO
Source: OMol25
Level of theory: ωB97M-V/def2-TZVPD

Properties
2S+1   1
SMILES   Cc1ccc[nH]1.O

Geometry (Å):
C -0.99515 0.02748 2.61955
C -0.80959 0.49639 1.20951
C 0.40604 0.40406 0.63053
C 0.24885 0.89910 -0.77066
C -1.07384 1.19169 -0.89110
N -1.72740 1.06346 0.36863
H -1.94143 0.00572 3.14682
H -0.52052 -0.98400 2.62826
H -0.30654 0.70162 3.19649
H 1.40245 0.44839 1.22017
H 1.15976 1.02444 -1.30832
H -1.61021 1.45951 -1.83920
H -2.58773 1.56002 0.75887
O 3.11069 -2.94210 -2.68931
H 2.38176 -2.65984 -3.39408
H 2.57093 -3.57568 -2.26201

***

5.
Formula: C14H19NO2S
Source: OMol25
Level of theory: ωB97M-V/def2-TZVPD

Properties
2S+1   1
SMILES   O=C(O)[C@H]1CCCc2sc(C3CCCCC3)nc21

Geometry (Å):
O 1.78885 1.11303 -4.09391
C 1.83488 0.66878 -2.96127
O 2.55995 1.29474 -2.04660
C 1.16371 -0.72268 -2.81799
C 2.05413 -1.90529 -3.22172
C 3.00830 -2.41546 -2.23395
C 2.49220 -2.53657 -0.82247
C 1.37295 -1.50522 -0.45609
S 0.62686 -1.24082 1.09538
C -0.30948 -0.00522 0.20345
C -1.34404 0.77019 0.87345
C -0.88991 2.01412 1.71711
C -2.09542 2.66781 2.54067
C -2.78615 1.61920 3.42570
C -3.34811 0.52544 2.57981
C -2.21565 -0.13361 1.81089
N -0.31640 -0.00224 -1.08080
C 0.75644 -0.76921 -1.43596
H 3.25364 1.84794 -2.48120
H 0.25857 -0.76795 -3.38214
H 2.68357 -1.51120 -4.03100
H 1.45364 -2.80047 -3.63881
H 3.79186 -1.63809 -2.31715
H 3.58250 -3.47086 -2.35971
H 3.32281 -2.38137 -0.07701
H 2.02936 -3.54367 -0.72270
H -2.05701 1.20044 0.15119
H -0.52953 2.93344 1.15339
H -0.01908 1.74117 2.39922
H -2.89928 3.15931 1.95504
H -1.70318 3.41802 3.16336
H -2.02814 1.32045 4.18031
H -3.57875 2.01542 4.01714
H -4.07407 0.92364 1.84753
H -3.73740 -0.21018 3.18572
H -2.63544 -1.04312 1.35070
H -1.46719 -0.62990 2.53045

***

6.
Formula: C3H5N3
Source: OMol25
Level of theory: ωB97M-V/def2-TZVPD

Properties
2S+1   1
SMILES   [H]/N=N/C=C=CN

Geometry (Å):
H 2.34337 -0.86860 1.66411
N 1.41873 -0.62684 1.28409
N 0.90662 -1.71026 0.96065
C -0.36929 -1.58375 0.30909
C -0.67560 -0.50427 -0.37468
C -0.33191 0.64233 -0.94096
N -0.59059 1.91620 -0.49993
H -0.96716 -2.48583 0.38940
H 0.20027 0.58221 -1.88955
H -1.17833 2.04152 0.30920
H -0.58946 2.65904 -1.17663

***

7.
Formula: C4H12
Source: OMol25
Level of theory: ωB97M-V/def2-TZVPD

Properties
2S+1   1
SMILES   CC.CC

Geometry (Å):
C -1.90164 -1.48963 -0.56783
C -0.50640 -1.81973 -1.22347
H -1.68953 -1.48755 0.49298
H -2.16025 -0.49560 -0.92515
H -2.69068 -2.17112 -0.87594
H 0.21143 -1.83692 -0.41958
H -0.28793 -1.13174 -2.03357
H -0.40233 -2.83662 -1.62866
C 0.79996 1.07182 1.19336
C 1.56943 2.24217 0.58365
H 0.64059 0.32574 0.41017
H 1.25001 0.47142 1.98385
H -0.19412 1.37841 1.53168
H 1.85942 2.95510 1.36793
H 1.08113 2.72236 -0.25310
H 2.59523 1.94776 0.31814

***

Across the entries above, electronic energy takes the values -382.36141; -421.98297; -984.28634; -325.84949; -1148.24745; -281.46171; -159.56763 Eh, respectively.
Across the entries above, energy relative to the best compared isomer or geometry (same formula, charge and spin) takes the values 443.8; 22.2; 34.8; 231.2; 206.5; 337.0; 45.5 kJ/mol, respectively.
Across the entries above, highest occupied orbital energy takes the values -9.7; -9.0; -7.9; -8.0; -8.4; -8.4; -11.5 eV, respectively.